Computed, not measured: a 2-piece molecular cluster, C5H12N2 overall at a distorted geometry, with ωB97M-V/def2-TZVPD.

Summary:
HOMO energy in eV: -7.62
F_max in eV/A: 3.90
Lowest unoccupied orbital energy in eV: 0.7
Molar mass in g mol⁻¹: 100.16
SMILES: C=CN=C.CNC

Bonds (Å) are listed after each position.
Cartesian coordinates (Å):
1 C -1.057 0.344 -1.960  C2 1.366, H5 1.085, H6 1.086
2 C -1.284 -0.528 -0.933  C1 1.366, N3 1.389, H7 1.093
3 N -0.313 -1.353 -0.380  C2 1.389, C4 1.279
4 C -0.277 -2.572 -0.764  N3 1.279, H8 1.100, H9 1.110
5 H -1.898 0.735 -2.523  C1 1.085
6 H -0.167 0.966 -1.947  C1 1.086
7 H -2.281 -0.977 -0.924  C2 1.093
8 H 0.398 -3.257 -0.228  C4 1.100
9 H -0.836 -2.901 -1.665  C4 1.110
10 C -0.228 1.158 1.968  N11 1.447, H13 1.094, H14 1.094, H15 1.094
11 N 0.617 1.435 0.827  C10 1.447, C12 1.590, H16 1.014
12 C 1.877 0.522 0.499  N11 1.590, H17 1.091, H18 1.093, H19 1.091
13 H -1.168 0.721 1.619  C10 1.094
14 H -0.493 2.098 2.462  C10 1.094
15 H 0.251 0.510 2.706  C10 1.094
16 H 0.283 2.075 0.115  N11 1.014
17 H 2.091 -0.359 1.106  C12 1.091
18 H 2.782 1.131 0.566  C12 1.093
19 H 1.702 0.254 -0.544  C12 1.091